Entry 1:
{"formula": "C5H8O2", "method": "ωB97M-V/def2-TZVPD", "elements": ["C", "C", "C", "C", "O", "C", "O", "H", "H", "H", "H", "H", "H", "H", "H"], "positions_angstrom": [[0.42909, 0.00985, -1.59846], [0.14303, -0.20129, -0.13533], [0.80365, 0.63565, 0.90913], [1.11932, -0.83438, 0.80481], [-1.19128, -0.66312, 0.07802], [-2.17023, 0.17916, 0.42398], [-2.08087, 1.36100, 0.62304], [-0.17369, 0.83877, -1.98552], [0.20390, -0.89271, -2.17622], [1.48390, 0.26118, -1.74674], [1.55051, 1.33726, 0.54973], [0.21693, 1.00216, 1.74279], [2.08990, -1.15600, 0.43882], [0.67859, -1.47900, 1.55972], [-3.10276, -0.39851, 0.51221]], "forces_ev_per_a": [[0.0, 0.0, 0.0], [0.1, 0.1, -0.1], [0.0, 0.2, 0.1], [0.1, -0.2, 0.0], [-0.1, -0.1, 0.0], [0.0, 0.5, 0.1], [0.0, -0.5, -0.2], [0.1, -0.1, 0.0], [0.0, 0.1, 0.1], [-0.1, 0.0, 0.1], [-0.1, -0.1, 0.0], [0.1, -0.2, -0.1], [-0.2, 0.1, 0.0], [0.1, 0.1, -0.1], [0.1, 0.1, 0.0]], "lowdin_charge": [0.00, -0.50, -0.06, -0.06, 0.02, -0.33, 0.08, 0.09, 0.09, 0.09, 0.11, 0.11, 0.11, 0.11, 0.15], "total_charge": 0, "max_force_ev_per_a": 0.5, "smiles": "CC1(OC=O)CC1", "e_homo_ha": -0.3789, "homo_lumo_gap_ev": 11.26, "lumo_ev": 0.9456, "e_tot_ha": -345.7679, "e_above_lowest_ev": 1.0084}

=====

Entry 2:
{"formula": "C5H8O2", "method": "ωB97M-V/def2-TZVPD", "elements": ["C", "C", "C", "C", "C", "O", "O", "H", "H", "H", "H", "H", "H", "H", "H"], "positions_angstrom": [[-0.74379, -1.27740, 0.68669], [0.11525, -0.21058, -0.05364], [1.21208, -0.52712, -1.07650], [-0.64396, 1.09776, -0.39374], [-0.13052, 1.52521, 0.96928], [-0.35087, 2.37380, 1.77771], [0.75110, 0.50046, 1.07760], [-1.78976, -0.95227, 0.75828], [-0.71610, -2.28965, 0.28165], [-0.39440, -1.33562, 1.72768], [1.88008, 0.34460, -1.06853], [1.81746, -1.40128, -0.82661], [0.85433, -0.62990, -2.10912], [-0.14135, 1.68089, -1.17641], [-1.71955, 1.10111, -0.57432]], "forces_ev_per_a": [[0.0, 0.0, -0.2], [0.1, -0.1, 0.0], [0.0, -0.1, 0.2], [-0.1, 0.0, 0.1], [-0.1, 0.6, 0.4], [0.1, -0.2, -0.4], [0.2, 0.4, 0.2], [0.2, -0.1, -0.2], [0.0, 0.2, -0.3], [0.1, 0.0, -0.4], [-0.1, -0.2, 0.0], [-0.2, 0.0, 0.1], [-0.2, -0.1, 0.4], [-0.1, -0.2, 0.2], [0.1, -0.1, 0.2]], "lowdin_charge": [0.01, -0.46, -0.01, 0.00, -0.49, 0.14, 0.04, 0.08, 0.08, 0.09, 0.09, 0.08, 0.09, 0.13, 0.12], "total_charge": 0, "max_force_ev_per_a": 0.7, "e_homo_ha": -0.3817, "homo_lumo_gap_ev": 11.15, "lumo_ev": 0.7621, "e_tot_ha": -345.7823, "e_above_lowest_ev": 0.6179}

=====

Entry 3:
{"formula": "C5H8O2", "method": "ωB97M-V/def2-TZVPD", "elements": ["O", "C", "C", "C", "C", "O", "C", "H", "H", "H", "H", "H", "H", "H", "H"], "positions_angstrom": [[-0.25312, -1.62190, 1.05057], [0.85944, -1.26729, 0.24584], [0.57641, 0.12565, -0.30417], [0.04330, 1.22205, 0.67439], [-1.04466, 1.49400, -0.36345], [-1.73584, 2.44720, -0.59930], [-0.74535, 0.21451, -1.11967], [-0.10750, -2.49646, 1.42657], [1.79227, -1.27328, 0.82722], [0.98223, -1.99586, -0.57635], [1.45689, 0.57184, -0.77148], [-0.30625, 0.80478, 1.62088], [0.67626, 2.09912, 0.85962], [-1.42091, -0.57155, -0.75781], [-0.77316, 0.24716, -2.21286]], "forces_ev_per_a": [[0.0, -0.3, 0.2], [0.3, 0.2, -0.1], [0.2, 0.1, 0.1], [0.0, 0.0, 0.1], [-0.3, 0.3, 0.0], [0.2, -0.3, 0.1], [-0.1, 0.0, -0.1], [0.0, 0.1, -0.1], [-0.1, 0.1, 0.0], [0.0, 0.3, 0.1], [-0.1, -0.5, -0.5], [-0.2, 0.1, -0.1], [0.0, -0.3, 0.0], [0.1, 0.1, -0.1], [0.2, 0.0, 0.2]], "lowdin_charge": [-0.07, -0.23, -0.26, -0.04, -0.40, 0.10, -0.05, 0.09, 0.12, 0.12, 0.14, 0.12, 0.12, 0.12, 0.12], "total_charge": 0, "max_force_ev_per_a": 0.7, "smiles": "O=C1CC(CO)C1", "e_homo_ha": -0.3437, "homo_lumo_gap_ev": 9.99, "lumo_ev": 0.6419, "e_tot_ha": -345.7598, "e_above_lowest_ev": 1.2301}

=====

Entry 4:
{"formula": "C5H8O2", "method": "ωB97M-V/def2-TZVPD", "elements": ["O", "C", "C", "O", "C", "C", "C", "H", "H", "H", "H", "H", "H", "H", "H"], "positions_angstrom": [[-0.00583, 1.81878, 2.04960], [-0.79257, 1.21520, 1.07418], [0.17482, 0.45738, 0.22406], [0.81173, -0.66324, 0.76153], [0.90906, -1.24337, -0.55237], [-0.42546, -1.72232, -0.95048], [-0.06570, -0.23390, -1.10155], [0.86623, 1.99063, 1.41384], [-1.53861, 0.49136, 1.43670], [-1.32196, 1.93056, 0.41885], [1.21054, 1.56086, 0.27498], [1.89199, -1.53986, -0.89914], [-1.11899, -2.08161, -0.19419], [-0.47104, -2.25428, -1.90296], [-0.12421, 0.27380, -2.05305]], "forces_ev_per_a": [[1.7, 0.8, -1.1], [-0.1, -0.5, -0.6], [1.4, 1.7, -0.3], [0.3, -0.1, 0.1], [0.3, -0.2, 0.0], [-0.1, 0.1, 0.1], [0.3, 0.5, -0.2], [-2.4, -0.1, 2.6], [0.3, 0.3, 0.5], [0.1, -0.1, 0.2], [-1.8, -2.6, -1.4], [-0.2, -0.1, 0.0], [0.1, 0.1, 0.0], [0.0, 0.3, 0.2], [0.2, -0.2, 0.0]], "lowdin_charge": [-0.12, -0.28, -0.30, -0.01, -0.23, -0.03, -0.11, 0.10, 0.14, 0.13, 0.20, 0.15, 0.11, 0.11, 0.13], "total_charge": 0, "max_force_ev_per_a": 3.5, "e_homo_ha": -0.3566, "homo_lumo_gap_ev": 10.59, "lumo_ev": 0.8807, "e_tot_ha": -345.6269, "e_above_lowest_ev": 4.8440}